Entry 1:
Entry from OMol25: a 2-piece molecular cluster, C2H7N3O overall at a distorted geometry (ωB97M-V/def2-TZVPD).

Geometry as XYZ:
```
13
C2H7N3O | OMol25 | ωB97M-V/def2-TZVPD
N 1.746 -0.097 0.570
C 1.288 1.076 1.093
N 0.398 1.821 0.594
H 2.713 -0.297 0.768
H 1.333 -0.702 -0.118
H 1.859 1.353 1.991
H 0.318 2.730 1.025
C -1.347 -1.213 -0.937
N -1.416 0.114 -1.198
O -0.643 -1.758 -0.129
H -1.986 -1.717 -1.716
H -1.071 0.791 -0.521
H -2.200 0.492 -1.692
```

## Properties
LUMO level, eV: 1.09
Structure (SMILES): [H]/N=C/N.NC=O
E_HOMO, eV: -9.27
ΔE to the lowest compared entry with this formula, charge and spin, kcal/mol: 20.3
Calculated total energy, eV: -8705.39650
2S+1: 1
Charge: 0

Atom charges from the natural (NBO) analysis, given in e for atoms 1 to 4:
1. N -0.818
2. C 0.310
3. N -0.774
4. H 0.383

Entry 2:
Entry from OMol25: a 2-piece molecular cluster, C4H12 overall at a distorted geometry (ωB97M-V/def2-TZVPD).

Geometry as XYZ:
```
16
C4H12 | OMol25 | ωB97M-V/def2-TZVPD
C 1.609 2.130 -0.073
C 0.293 1.835 -0.629
H 2.291 1.345 -0.522
H 2.127 3.028 -0.489
H 1.642 2.190 1.006
H 0.254 1.858 -1.711
H -0.422 2.685 -0.315
H -0.150 1.024 0.009
C -1.234 -2.691 0.542
C -0.738 -1.350 0.074
H -1.708 -3.235 -0.274
H -0.453 -3.284 1.024
H -1.951 -2.675 1.371
H -0.201 -1.297 -0.870
H -1.446 -0.555 0.127
H 0.088 -1.007 0.729
```

## Properties
LUMO level (spin up / spin down), eV: -3.31 / -11.33
E_HOMO (spin up / spin down), eV: -15.46 / -15.22
ΔE to the lowest compared entry with this formula, charge and spin, kcal/mol: 13.7
Calculated total energy, eV: -4330.63727
2S+1: 2
Expectation value of S²: 0.753
Charge: +1

Atom charges from the Mulliken analysis, given in e for atoms 1 to 4:
1. C -0.742
2. C -0.272
3. H 0.352
4. H 0.380

Entry 3:
Entry from OMol25: an isolated molecule of C10H20N6O4 at a distorted geometry (ωB97M-V/def2-TZVPD).

Geometry as XYZ:
```
40
C10H20N6O4 | OMol25 | ωB97M-V/def2-TZVPD
C 0.239 1.614 2.539
C -0.274 0.223 2.269
C 0.105 1.869 4.076
C 1.083 2.653 4.906
C -0.420 -1.578 0.577
C -0.822 -2.663 1.492
C 0.299 -1.874 -0.687
C -0.266 -1.148 -1.882
C 0.744 -1.152 -2.949
C -0.228 -1.057 -5.291
H -1.465 2.451 1.624
H -0.155 2.207 0.829
H 1.265 1.617 2.339
H -0.845 2.401 4.159
H -0.004 0.867 4.503
H 1.335 4.156 3.326
H 2.187 4.339 4.967
H 0.968 -0.001 0.740
H -1.347 -1.123 0.069
H 1.298 -1.527 -0.586
H 0.474 -2.887 -0.923
H -0.691 -0.207 -1.684
H -1.174 -1.725 -2.241
H 1.599 -0.563 -2.656
H 0.881 -2.218 -3.328
H 0.165 0.610 -3.971
H -0.466 -2.726 -6.219
H -0.581 0.822 -6.230
H -1.110 -0.618 -7.006
H -1.562 -1.580 2.894
N -0.453 2.552 1.726
N 1.583 3.779 4.319
N 0.189 -0.390 1.187
N 0.227 -0.323 -4.112
N 0.052 -2.305 -5.413
N -0.997 -0.174 -6.066
O -1.139 -0.285 2.951
O 1.364 2.317 6.058
O -0.409 -3.771 1.191
O -1.650 -2.582 2.503
```

## Properties
LUMO level, eV: -0.04
Structure (SMILES): [H]/N=C(\N)NCCC[C@H](NC(=O)[C@@H](N)CC(N)=O)C(=O)O
E_HOMO, eV: -9.12
ΔE to the lowest compared entry with this formula, charge and spin, kcal/mol: 82.9
Calculated total energy, eV: -27824.12864
2S+1: 1
Charge: 0

Atom charges from the natural (NBO) analysis, given in e for atoms 1 to 4:
1. C -0.131
2. C 0.695
3. C -0.512
4. C 0.668

Entry 4:
Entry from OMol25: C19H48N4O8Sr2 as an isolated structure at a distorted geometry (ωB97M-V/def2-TZVPD).

Geometry as XYZ:
```
81
C19H48N4O8Sr2 | OMol25 | ωB97M-V/def2-TZVPD
Sr 17.025 -3.146 28.595
Sr 12.873 -0.554 30.248
C 15.589 -1.637 30.657
O 16.697 -2.190 30.932
O 14.932 -0.890 31.476
O 15.006 -1.896 29.488
C 13.640 0.472 26.873
O 14.042 0.691 28.224
C 14.288 2.094 28.464
C 14.623 2.305 29.913
N 13.440 2.028 30.737
C 13.748 2.092 32.215
C 13.749 3.514 32.732
O 12.558 4.102 32.248
C 12.342 5.404 32.737
H 13.601 -0.605 26.695
H 14.352 0.914 26.170
H 12.651 0.886 26.652
H 13.396 2.689 28.229
H 15.096 2.422 27.806
H 15.003 3.326 30.064
H 15.519 1.735 30.192
H 12.846 2.870 30.701
H 14.692 1.621 32.481
H 12.948 1.572 32.751
H 14.621 4.091 32.397
H 13.770 3.485 33.828
H 12.088 5.393 33.797
H 11.499 5.838 32.191
H 13.196 6.056 32.531
C 17.684 0.784 26.087
C 17.945 -0.535 26.797
C 18.599 -0.335 28.137
O 19.010 -1.604 28.688
C 19.698 -1.402 29.946
N 16.667 -1.314 26.942
H 17.254 1.516 26.772
H 17.045 0.621 25.219
H 18.613 1.208 25.703
H 18.623 -1.135 26.185
H 17.979 0.226 28.859
H 19.492 0.293 28.029
H 20.242 -2.310 30.183
H 18.985 -1.119 30.719
H 20.419 -0.586 29.845
H 16.288 -1.369 25.999
H 15.983 -0.774 27.482
C 15.617 -5.185 33.365
C 17.137 -5.108 33.379
C 17.748 -6.449 33.717
O 17.294 -6.836 34.986
C 17.733 -8.133 35.351
N 17.619 -4.709 32.017
H 15.169 -4.192 33.291
H 15.263 -5.716 34.247
H 15.281 -5.773 32.503
H 17.462 -4.378 34.131
H 18.846 -6.397 33.683
H 17.414 -7.182 32.963
H 17.512 -8.849 34.558
H 17.212 -8.381 36.274
H 18.805 -8.136 35.581
H 18.562 -4.344 32.174
H 17.099 -3.855 31.827
C 17.189 1.674 34.487
C 17.712 0.399 33.863
C 17.041 -0.825 34.474
O 17.389 -0.933 35.830
C 16.606 -1.871 36.531
N 17.489 0.421 32.403
H 17.124 1.596 35.574
H 16.188 1.923 34.134
H 17.874 2.500 34.286
H 18.788 0.300 34.005
H 17.332 -1.748 33.930
H 15.945 -0.776 34.317
H 15.561 -1.532 36.616
H 17.019 -1.942 37.532
H 16.591 -2.846 36.029
H 16.489 0.368 32.194
H 17.786 -0.494 32.056
```

## Properties
LUMO level, eV: -6.04
E_HOMO, eV: -13.01
ΔE to the lowest compared entry with this formula, charge and spin, kcal/mol: 0.0
Calculated total energy, eV: -44483.95796
2S+1: 1
Charge: +2

Atom charges from the Mulliken analysis, given in e for atoms 1 to 4:
1. Sr 1.788
2. Sr 1.621
3. C 1.661
4. O -1.058